# C30H64BIInO9

A molecular structure, C30H64BIInO9 (the ωB97M-V functional and the def2-TZVPD basis, the OMol25 dataset).

Geometry as XYZ:
```
106
Properties=species:S:1:pos:R:3
C 1.265 4.002 -0.802
C 1.312 5.267 0.092
B 2.729 5.944 -0.128
O 3.675 5.771 0.855
In 3.147 7.080 -2.077
O 5.160 7.129 -2.555
I 2.395 9.756 -1.632
H 0.775 3.166 -0.302
H 0.725 4.203 -1.727
H 2.264 3.669 -1.101
H 1.125 4.992 1.139
H 0.515 5.947 -0.217
H 3.284 5.424 1.667
H 2.286 6.579 -3.527
H 5.293 6.704 -3.405
C -2.305 0.216 1.560
C -3.164 1.464 1.752
C -2.272 2.309 2.656
O -0.928 1.979 2.318
C -0.912 0.820 1.475
H -2.577 -0.355 0.675
H -2.392 -0.446 2.423
H -3.322 1.966 0.795
H -4.138 1.258 2.198
H -2.454 2.070 3.712
H -2.410 3.384 2.524
H -0.680 1.124 0.450
H -0.129 0.145 1.827
C -6.139 -3.081 -0.845
C -7.038 -1.857 -0.680
C -6.208 -0.996 0.265
O -4.844 -1.286 -0.032
C -4.756 -2.440 -0.866
H -6.346 -3.658 -1.746
H -6.239 -3.743 0.018
H -7.169 -1.352 -1.640
H -8.024 -2.089 -0.278
H -6.413 -1.249 1.311
H -6.372 0.075 0.132
H -4.479 -2.134 -1.881
H -3.970 -3.089 -0.477
C -1.149 1.016 -4.218
C -1.895 0.012 -3.341
C -0.950 -0.111 -2.156
O -0.307 1.160 -2.017
C -0.563 1.959 -3.173
H -1.786 1.534 -4.935
H -0.351 0.513 -4.768
H -2.854 0.428 -3.022
H -2.069 -0.949 -3.823
H -0.194 -0.879 -2.337
H -1.466 -0.345 -1.224
H -1.272 2.753 -2.914
H 0.369 2.429 -3.487
C -0.270 -5.362 -4.123
C 1.118 -4.873 -3.712
C 0.975 -3.364 -3.867
O -0.391 -3.069 -3.573
C -1.158 -4.271 -3.537
H -0.519 -6.352 -3.742
H -0.349 -5.379 -5.212
H 1.315 -5.122 -2.669
H 1.924 -5.283 -4.320
H 1.203 -3.043 -4.889
H 1.605 -2.796 -3.180
H -1.421 -4.500 -2.497
H -2.081 -4.112 -4.096
C 7.050 7.278 0.357
C 7.472 7.377 1.822
C 7.428 8.887 2.043
O 6.403 9.389 1.203
C 5.996 8.369 0.268
H 6.641 6.310 0.075
H 7.893 7.503 -0.300
H 6.736 6.879 2.458
H 8.454 6.951 2.031
H 8.390 9.343 1.772
H 7.204 9.164 3.078
H 5.019 7.975 0.556
H 5.914 8.800 -0.728
C -0.485 -2.634 6.192
C -0.610 -1.113 6.267
C -1.015 -0.768 4.840
O -1.776 -1.884 4.365
C -1.639 -2.984 5.260
H -0.563 -3.128 7.160
H 0.469 -2.912 5.740
H -1.401 -0.833 6.967
H 0.308 -0.613 6.570
H -0.136 -0.636 4.201
H -1.622 0.133 4.767
H -2.570 -3.116 5.823
H -1.462 -3.888 4.674
C 0.772 -8.946 0.573
C 0.668 -7.422 0.617
C 0.303 -7.103 -0.827
O -0.462 -8.213 -1.301
C -0.363 -9.299 -0.380
H 0.661 -9.419 1.548
H 1.732 -9.248 0.151
H -0.135 -7.116 1.290
H 1.586 -6.929 0.933
H 1.202 -7.002 -1.444
H -0.294 -6.196 -0.933
H -1.311 -9.403 0.160
H -0.186 -10.216 -0.944
```

The HOMO-LUMO gap comes out at 5.84 eV. The calculation puts the HOMO energy at -4.32 eV. Its charge is -1. The electronic energy is -64526.7882 eV.

---

# C30H64Cl3F4NO8

7 unconnected molecules or ions with the total composition C30H64Cl3F4NO8 at a distorted geometry (the ωB97M-V functional and the def2-TZVPD basis, the OMol25 dataset).

Geometry as XYZ:
```
110
Properties=species:S:1:pos:R:3
C -1.265 -3.088 0.739
C -1.172 -1.580 0.827
Cl 0.204 -0.800 0.086
C -2.085 -0.881 1.441
Cl -1.903 0.870 1.506
O -3.155 -1.447 2.067
C -4.163 -1.802 1.185
O -4.210 -1.355 0.107
N -5.023 -2.761 1.716
Cl -5.310 -2.595 3.398
C -6.220 -2.985 0.932
F -5.919 -3.510 -0.253
F -6.944 -3.916 1.562
C -7.145 -1.761 0.666
F -6.957 -1.216 -0.542
F -7.011 -0.788 1.585
H -1.301 -3.530 1.742
H -2.174 -3.357 0.186
H -0.376 -3.496 0.252
H -8.188 -2.110 0.688
C 3.959 -4.494 3.178
C 3.313 -4.083 1.865
O 2.615 -2.853 1.932
C 3.382 -1.712 2.285
C 4.518 -1.423 1.321
H 3.208 -4.560 3.968
H 4.446 -5.465 3.073
H 4.713 -3.776 3.504
H 2.574 -4.835 1.583
H 4.053 -4.057 1.058
H 3.751 -1.809 3.313
H 2.695 -0.865 2.282
H 5.245 -2.237 1.286
H 5.046 -0.516 1.621
H 4.133 -1.285 0.309
C 4.396 4.550 -1.564
C 3.749 3.397 -0.814
O 4.615 2.294 -0.612
C 5.794 2.553 0.136
C 5.521 3.057 1.543
H 4.766 4.212 -2.535
H 3.674 5.352 -1.723
H 5.244 4.968 -1.020
H 2.906 3.024 -1.398
H 3.335 3.735 0.142
H 6.444 3.245 -0.410
H 6.335 1.609 0.200
H 4.986 4.008 1.542
H 6.459 3.201 2.080
H 4.909 2.338 2.093
C -10.109 -2.280 -4.662
C -9.006 -3.193 -5.170
O -7.720 -2.866 -4.676
C -7.558 -2.913 -3.268
C -7.831 -4.282 -2.666
H -9.892 -1.241 -4.916
H -11.066 -2.558 -5.107
H -10.218 -2.335 -3.578
H -8.944 -3.105 -6.255
H -9.239 -4.242 -4.957
H -8.175 -2.145 -2.790
H -6.520 -2.639 -3.073
H -8.861 -4.602 -2.828
H -7.652 -4.266 -1.593
H -7.180 -5.033 -3.117
C 11.181 2.392 -1.021
C 10.326 1.419 -0.228
O 8.948 1.474 -0.550
C 8.606 1.183 -1.897
C 9.021 -0.208 -2.342
H 10.829 3.415 -0.875
H 12.222 2.330 -0.701
H 11.149 2.185 -2.092
H 10.399 1.666 0.832
H 10.701 0.395 -0.333
H 9.016 1.948 -2.565
H 7.520 1.267 -1.962
H 10.103 -0.346 -2.302
H 8.699 -0.388 -3.368
H 8.571 -0.965 -1.696
C -3.157 0.250 5.131
C -3.745 0.061 6.519
O -3.605 1.192 7.360
C -4.216 2.388 6.909
C -5.719 2.274 6.715
H -2.097 0.506 5.197
H -3.261 -0.664 4.547
H -3.652 1.053 4.583
H -3.220 -0.754 7.019
H -4.798 -0.239 6.459
H -3.730 2.739 5.991
H -4.012 3.139 7.672
H -5.979 1.538 5.953
H -6.134 3.234 6.407
H -6.200 1.967 7.646
C 0.263 4.799 -4.614
C 0.911 3.530 -4.085
O 0.123 2.847 -3.127
C -1.151 2.407 -3.567
C -1.092 1.439 -4.736
H 0.038 5.482 -3.793
H 0.930 5.301 -5.317
H -0.674 4.592 -5.133
H 1.844 3.793 -3.582
H 1.182 2.857 -4.906
H -1.789 3.267 -3.802
H -1.613 1.905 -2.716
H -0.644 1.893 -5.622
H -2.096 1.107 -5.003
H -0.492 0.565 -4.476
```

The HOMO-LUMO gap comes out at 9.19 eV. Its SMILES is C/C(Cl)=C(/Cl)OC(=O)N(Cl)C(F)(F)C(F)F.CCOCC.CCOCC.CCOCC.CCOCC.CCOCC.CCOCC. The calculation puts the HOMO energy at -9.28 eV. The electronic energy is -98450.9482 eV.